Arrangement 1

# C4H7NO

C4H7NO in the gas phase (ωB97M-V with the def2-TZVPD basis set, the Open Molecules 2025 dataset).

highest occupied orbital energy	-11.101	eV
structure (SMILES)	CC(C)(O)C#N
orbital gap	11.8770	eV
LUMO level	0.776	eV

```
! wB97M-V def2-TZVPD RIJCOSX def2/J DEFGRID3
* xyz 0 1
O 0.0277 0.2776 1.6123
N -1.1417 2.2537 -0.9191
C -0.0313 0.1346 0.1989
C -0.6420 1.3379 -0.4172
C 1.4086 0.0092 -0.3250
C -0.9464 -1.0511 -0.1316
H 1.4952 0.4230 -1.3339
H -0.4531 -1.9977 0.1078
H -1.8447 -0.9634 0.4857
H -1.2428 -1.0525 -1.1843
H 2.0505 0.5755 0.3553
H -0.4308 1.0832 1.8715
H 1.7507 -1.0299 -0.3203
*
```


Arrangement 2

# C4H7NO

2 unconnected molecules or ions with the total composition C4H7NO (ωB97M-V with the def2-TZVPD basis set, the Open Molecules 2025 dataset).

highest occupied orbital energy	-9.801	eV
structure (SMILES)	CCC=O.C#N
orbital gap	10.8986	eV
LUMO level	1.097	eV

```
! wB97M-V def2-TZVPD RIJCOSX def2/J DEFGRID3
* xyz 0 1
O 1.0858 -0.8505 -0.7587
N 1.2394 2.1803 -0.6879
C -1.0779 -1.0044 0.9816
C 2.0155 1.4136 -1.0644
C -0.5396 0.3933 0.4569
C 0.0055 -0.2996 -0.7170
H -1.1720 -1.8278 0.2438
H -2.0619 -0.8609 1.3997
H -0.3348 -1.3621 1.6953
H -0.7691 -0.4444 -1.4947
H 0.1942 0.8162 1.1494
H -1.3135 1.1445 0.2406
H 2.7315 0.7127 -1.4376
*
```


Which of them is the most stable? Correct choice: arrangement 1.


Arrangement 1

# C5H3NO

C5H3NO in the gas phase (ωB97M-V with the def2-TZVPD basis set, the Open Molecules 2025 dataset).

highest occupied orbital energy	-9.668	eV
structure (SMILES)	N#Cc1ccoc1
orbital gap	10.4290	eV
LUMO level	0.761	eV

```
! wB97M-V def2-TZVPD RIJCOSX def2/J DEFGRID3
* xyz 0 1
O -1.2805 1.2153 0.1619
N 3.0635 -0.6756 -0.1281
C -0.4842 -0.8918 -0.0587
C -1.6325 -0.2020 -0.0112
C 0.5962 0.0306 0.0440
C 1.9634 -0.3297 -0.0397
C 0.0722 1.2705 0.2061
H -2.5798 -0.6310 -0.3975
H 0.6686 2.1722 0.3908
H -0.3870 -1.9585 -0.1676
*
```


Arrangement 2

# C5H3NO

C5H3NO in the gas phase (ωB97M-V with the def2-TZVPD basis set, the Open Molecules 2025 dataset).

highest occupied orbital energy	-9.205	eV
orbital gap	7.9183	eV
LUMO level	-1.287	eV

```
! wB97M-V def2-TZVPD RIJCOSX def2/J DEFGRID3
* xyz 0 1
O 0.2613 0.7080 0.9695
N -2.5692 1.9049 -0.5471
C 0.0728 -0.6403 -0.7866
C -0.4766 0.4693 -0.0839
C -1.6238 1.2755 -0.3176
C 1.3642 -1.0433 -0.1134
C 1.3138 -0.1899 0.9722
H -0.1060 -1.5553 -0.0985
H 1.9863 -0.0220 1.8019
H -0.2229 -0.9070 -1.7966
*
```


Which of them is the most stable? Correct choice: arrangement 1.


Arrangement 1

# C5H3NO

C5H3NO in the gas phase (ωB97M-V with the def2-TZVPD basis set, the Open Molecules 2025 dataset).

highest occupied orbital energy	-9.570	eV
structure (SMILES)	C#Cc1cnoc1
orbital gap	10.0778	eV
LUMO level	0.507	eV

```
! wB97M-V def2-TZVPD RIJCOSX def2/J DEFGRID3
* xyz 0 1
O -2.2017 0.2377 -0.1022
N -1.8798 -1.1058 -0.0885
C 1.3403 0.4532 0.2380
C -0.0259 0.1459 0.1785
C -1.0946 0.9623 0.0338
C -0.5901 -1.1616 0.0750
C 2.5421 0.5205 0.1341
H -1.1744 2.0387 0.0111
H -0.0772 -2.1172 0.0899
H 3.1611 0.0262 -0.5697
*
```


Arrangement 2

# C5H3NO

A molecular structure, C5H3NO (ωB97M-V with the def2-TZVPD basis set, the Open Molecules 2025 dataset).

highest occupied orbital energy (spin up / spin down)	-8.603 / -8.604	eV
orbital gap (spin up / spin down)	7.9193 / 7.9205	eV
LUMO level (spin up / spin down)	-0.684 / -0.683	eV

```
! wB97M-V def2-TZVPD RIJCOSX def2/J DEFGRID3
* xyz 0 1
O -0.7314 1.8925 1.7661
N 1.6100 -0.4630 0.6984
C 0.5990 -0.6716 -0.3477
C -0.6165 0.1878 -0.2690
C 0.2059 -1.2707 -1.3790
C -0.0658 1.0709 1.2634
C 1.3035 0.4174 1.5321
H -0.7313 1.0033 -0.9818
H -0.0103 -1.8564 -2.2498
H -1.5601 -0.2566 0.0436
*
```


Arrangement 3

# C5H3NO

C5H3NO in the gas phase (ωB97M-V with the def2-TZVPD basis set, the Open Molecules 2025 dataset).

highest occupied orbital energy (spin up / spin down)	-8.828 / -8.828	eV
orbital gap (spin up / spin down)	7.0582 / 7.0599	eV
LUMO level (spin up / spin down)	-1.770 / -1.769	eV

```
! wB97M-V def2-TZVPD RIJCOSX def2/J DEFGRID3
* xyz 0 1
O -1.3225 1.4131 0.3440
N 2.8647 -0.1776 -0.9546
C -0.0883 1.2540 0.3079
C -0.3548 -1.1600 0.0993
C -1.5887 -0.8290 -0.1561
C 1.8074 -0.1038 -0.4829
C 0.5026 0.0070 0.0408
H 0.0736 -2.1574 0.2268
H -2.5016 -0.3208 0.0378
H 0.6076 2.0745 0.5369
*
```


Arrangement 4

# C5H3NO

C5H3NO in the gas phase (ωB97M-V with the def2-TZVPD basis set, the Open Molecules 2025 dataset).

highest occupied orbital energy	-8.657	eV
orbital gap	7.5775	eV
LUMO level	-1.080	eV

```
! wB97M-V def2-TZVPD RIJCOSX def2/J DEFGRID3
* xyz 0 1
O -1.9858 1.3540 -0.0635
N -2.2579 -1.0511 -0.1456
C 1.3685 -0.1493 0.0050
C -0.0365 0.0212 -0.0111
C -1.0399 -0.9171 -0.0837
C -0.7642 1.2827 -0.0106
C 2.5686 -0.2819 0.0165
H -1.3407 -2.0341 0.2340
H 3.6277 -0.4130 0.0275
H -0.1399 2.1885 0.0316
*
```


Which of them is the most stable? Correct choice: arrangement 1.


Arrangement 1

# C5H3NO

C5H3NO in the gas phase (ωB97M-V with the def2-TZVPD basis set, the Open Molecules 2025 dataset).

highest occupied orbital energy	-10.752	eV
structure (SMILES)	C#CCC(=O)C#N
orbital gap	10.1580	eV
LUMO level	-0.594	eV

```
! wB97M-V def2-TZVPD RIJCOSX def2/J DEFGRID3
* xyz 0 1
O 0.5364 -1.2172 1.8083
N -2.1346 -2.0100 -0.1740
C -0.3207 2.2502 -0.2946
C 0.8492 -0.1422 -0.3301
C -1.1549 -1.5611 0.2449
C 0.1325 -1.0000 0.6948
C 0.2272 1.1805 -0.3386
H 0.7727 -0.6054 -1.3190
H -0.8139 3.1953 -0.2385
H 1.9060 -0.0901 -0.0534
*
```


Arrangement 2

# C5H3NO

C5H3NO in the gas phase (ωB97M-V with the def2-TZVPD basis set, the Open Molecules 2025 dataset).

highest occupied orbital energy	-10.417	eV
structure (SMILES)	N#CC=C=CC=O
orbital gap	9.9113	eV
LUMO level	-0.505	eV

```
! wB97M-V def2-TZVPD RIJCOSX def2/J DEFGRID3
* xyz 0 1
O -2.0707 0.9751 -0.5126
N 3.2988 0.9760 -0.7325
C 0.2542 -0.2145 0.3188
C -1.9737 -0.2280 -0.5093
C 2.3181 0.7715 -0.0932
C -0.7472 -0.9368 -0.0817
C 1.1980 0.5821 0.7273
H -2.8048 -0.8955 -0.7884
H -0.7010 -2.0182 -0.0607
H 1.2282 0.9883 1.7324
*
```


Which of them is the most stable? Correct choice: arrangement 2.


Arrangement 1

# C5H3NO

C5H3NO in the gas phase (ωB97M-V with the def2-TZVPD basis set, the Open Molecules 2025 dataset).

highest occupied orbital energy	-10.194	eV
structure (SMILES)	N#CC1=C[C@@H]1C=O
orbital gap	10.0993	eV
LUMO level	-0.094	eV

```
! wB97M-V def2-TZVPD RIJCOSX def2/J DEFGRID3
* xyz 0 1
O -1.6054 0.5165 1.3518
N 3.0198 -1.2003 0.6258
C 0.9340 0.0583 -0.0714
C 2.0793 -0.6057 0.3152
C 0.3957 1.1649 -0.4254
C -0.4360 -0.1956 -0.5317
C -1.5774 -0.2252 0.4013
H -0.5981 -0.8355 -1.3957
H 0.2132 2.2241 -0.4511
H -2.4251 -0.9016 0.1813
*
```


Arrangement 2

# C5H3NO

C5H3NO in the gas phase (ωB97M-V with the def2-TZVPD basis set, the Open Molecules 2025 dataset).

highest occupied orbital energy	-9.854	eV
structure (SMILES)	N#Cc1ccoc1
orbital gap	9.7674	eV
LUMO level	-0.087	eV

```
! wB97M-V def2-TZVPD RIJCOSX def2/J DEFGRID3
* xyz 0 1
O -1.3786 1.1243 0.1354
N 3.1338 -0.3743 0.2909
C 0.5781 0.0676 0.0912
C -0.0350 1.3166 0.3373
C -1.5931 -0.1924 -0.0376
C 2.0019 -0.1588 0.1694
C -0.4337 -0.8956 -0.1262
H -0.3110 -1.9536 -0.2741
H 0.6681 1.5519 -0.5102
H -2.6305 -0.4858 -0.0763
*
```


Which of them is the most stable? Correct choice: arrangement 2.


Arrangement 1

# C3H7N4

A gas-phase ion, C3H7N4 (charge +1) (ωB97M-V with the def2-TZVPD basis set, the Open Molecules 2025 dataset).

highest occupied orbital energy	-14.810	eV
structure (SMILES)	[H]/N=C(\C)[NH2+]N1C=N1
orbital gap	10.3095	eV
LUMO level	-4.500	eV

```
! wB97M-V def2-TZVPD RIJCOSX def2/J DEFGRID3
* xyz 1 1
N 0.4968 0.3534 0.8177
N 1.2316 -0.8570 1.2717
N 0.2612 -0.1540 -1.4804
N 2.4944 -0.9333 0.4598
C -1.7840 0.7812 -0.1124
C 1.5763 -1.7798 0.3464
C -0.3099 0.2840 -0.4213
H -0.2511 0.0510 -2.3227
H 1.4277 -2.5878 -0.2701
H -1.8343 1.6017 0.6240
H -2.6065 0.0649 -0.0314
H 1.2215 1.0622 0.5173
H -1.9365 1.4161 -1.0548
H 0.0128 0.6974 1.6562
*
```


Arrangement 2

# C3H7N4

A gas-phase ion, C3H7N4 (charge +1) (ωB97M-V with the def2-TZVPD basis set, the Open Molecules 2025 dataset).

highest occupied orbital energy	-12.587	eV
orbital gap	6.9851	eV
LUMO level	-5.602	eV

```
! wB97M-V def2-TZVPD RIJCOSX def2/J DEFGRID3
* xyz 1 1
N -1.4654 0.9741 2.2376
N -0.8912 0.0798 1.6941
N 0.3550 0.1797 -1.4593
N -0.0835 -1.4990 0.0347
C 1.0595 -0.8380 -0.6884
C -0.6732 -0.8971 1.0682
C -0.0944 1.2504 -0.8515
H -0.8246 1.7887 -1.2851
H 1.7853 -0.2721 -0.2096
H -0.1355 0.0048 -2.3485
H 1.6273 -1.6021 -1.3828
H 0.2941 -2.4024 0.2369
H -1.2643 1.5783 2.9742
H 0.3109 1.6547 -0.0206
*
```


Which of them is the most stable? Correct choice: arrangement 2.


Arrangement 1

# C3H7N4

A molecular structure, C3H7N4 (ωB97M-V with the def2-TZVPD basis set, the Open Molecules 2025 dataset).

highest occupied orbital energy	-14.172	eV
orbital gap	8.3184	eV
LUMO level	-5.854	eV

```
! wB97M-V def2-TZVPD RIJCOSX def2/J DEFGRID3
* xyz 1 1
N -0.4507 -0.9223 -0.5276
N 2.1317 -0.7499 0.0226
N 0.4218 -0.0475 -0.4209
N -1.2260 1.3981 0.2198
C -1.7139 -0.7887 -0.6072
C 0.1510 1.0242 0.4832
C -2.0974 0.5902 -0.1828
H -2.4896 -1.4769 -0.6561
H 2.0681 -1.5606 -0.5683
H -3.0371 1.0008 -0.0762
H 0.3687 0.7807 1.5345
H 0.7575 1.9899 0.2956
H 2.6645 0.0127 -0.3504
H 2.4515 -1.2505 0.8338
*
```


Arrangement 2

# C3H7N4

A gas-phase ion, C3H7N4 (charge +1) (ωB97M-V with the def2-TZVPD basis set, the Open Molecules 2025 dataset).

highest occupied orbital energy	-13.243	eV
structure (SMILES)	C[n+]1c[nH]nc1N
orbital gap	9.8966	eV
LUMO level	-3.346	eV

```
! wB97M-V def2-TZVPD RIJCOSX def2/J DEFGRID3
* xyz 1 1
N -1.9345 -0.6650 0.1628
N 0.2240 -0.3312 0.2548
N 0.1191 2.0333 -0.1532
N -1.9040 0.5907 -0.1356
C 1.5871 -0.6717 -0.0579
C -0.3257 0.8139 -0.1271
C -0.7994 -1.2665 0.4312
H -0.6412 -2.3728 0.5682
H -0.3574 2.7376 -0.6778
H 1.7878 -1.4958 0.6504
H 1.1733 2.2909 -0.0108
H 1.8300 -0.7682 -1.1144
H -2.8389 -1.1675 0.0057
H 2.0796 0.2722 0.2036
*
```


Arrangement 3

# C3H7N4

2 unconnected molecules or ions with the total composition C3H7N4 (ωB97M-V with the def2-TZVPD basis set, the Open Molecules 2025 dataset).

highest occupied orbital energy	-13.835	eV
orbital gap	9.7924	eV
LUMO level	-4.043	eV

```
! wB97M-V def2-TZVPD RIJCOSX def2/J DEFGRID3
* xyz 1 1
N -0.2112 -0.3800 0.2231
N -0.2506 -0.7640 1.5120
N -1.8069 -0.1732 -2.0680
N 1.8777 0.7263 0.4321
C 0.8128 0.3634 -0.2674
C 1.8438 0.3709 1.6832
C 0.7464 -0.3324 2.2618
H 0.5947 -0.5451 3.3269
H -2.5652 0.5398 -1.7639
H -2.2253 -1.1254 -2.3720
H 2.8234 0.5077 2.2542
H 0.7183 0.8004 -1.3171
H -1.1804 0.3393 -2.7581
H -1.1775 -0.3277 -1.1467
*
```


Arrangement 4

# C3H7N4

A gas-phase ion, C3H7N4 (charge +1) (ωB97M-V with the def2-TZVPD basis set, the Open Molecules 2025 dataset).

highest occupied orbital energy	-14.380	eV
structure (SMILES)	N[C@@]1([NH3+])C=CN=N1
orbital gap	9.4927	eV
LUMO level	-4.887	eV

```
! wB97M-V def2-TZVPD RIJCOSX def2/J DEFGRID3
* xyz 1 1
N 1.1379 -0.5126 1.1339
N -0.8029 -1.0876 0.0725
N -1.9106 -0.6048 0.1969
N 0.8456 -0.4503 -1.3249
C -1.8295 0.8445 0.0781
C -0.5616 1.2801 -0.0802
C 0.2121 -0.0389 -0.1684
H 1.2036 0.1672 1.8676
H 2.0978 -0.5192 0.8495
H 0.6311 -1.3875 -1.6823
H 0.9637 0.1124 -2.1032
H -0.0090 2.1618 -0.2041
H 0.7902 -1.4221 1.1949
H -2.7684 1.4569 0.1697
*
```


Which of them is the most stable? Correct choice: arrangement 3.